The following is a quantum chemistry calculation of a 2-piece molecular cluster, C4H10N2O overall, from OMol25.

Last column: Löwdin charge in e.
Cartesian coordinates (Å):
1 C -1.966 -2.040 -0.070  -0.158
2 C 0.617 -0.957 -1.058  -0.156
3 C -0.578 1.526 1.185  -0.009
4 C 1.570 1.591 0.216  -0.011
5 N 0.078 -0.262 0.072  -0.074
6 N 0.282 0.913 0.453  -0.326
7 O -1.844 -3.118 -0.693  -0.051
8 H -2.201 -1.105 -0.541  0.056
9 H -0.253 -1.391 -1.667  0.072
10 H 1.274 -0.456 -1.803  0.065
11 H 1.190 -1.886 -0.777  0.089
12 H -1.536 1.086 1.483  0.079
13 H -1.895 -1.889 1.000  0.068
14 H -0.423 2.477 1.618  0.052
15 H 1.367 2.614 -0.093  0.079
16 H 2.016 1.846 1.208  0.101
17 H 2.303 1.050 -0.532  0.125

Properties
HOMO energy = -7.59 eV
LUMO energy = 0.752 eV
Kohn-Sham gap = 0.307 Eh
Largest force on an atom = 3.75 eV/Å
E = -9333.052 eV
ΔE to the lowest compared entry with this formula, charge and spin = 5.936 eV

The following is a quantum chemistry calculation of one molecule with the formula C15H13Cl3N2O4, from OMol25.

Last column: Löwdin charge in e.
Cartesian coordinates (Å):
1 C -4.307 1.568 -0.716  0.000
2 O -3.210 1.957 0.243  -0.055
3 C -1.859 1.894 -0.167  -0.395
4 O -1.506 1.661 -1.358  -0.017
5 N -0.935 1.824 0.868  0.018
6 O -1.343 2.327 2.166  -0.092
7 C -1.448 1.396 3.296  -0.054
8 C 0.452 1.492 0.677  -0.139
9 C 1.372 2.550 0.477  0.010
10 C 2.804 2.502 0.362  -0.039
11 C 3.356 1.177 0.385  -0.044
12 C 2.432 0.093 0.442  -0.033
13 C 1.067 0.229 0.684  -0.111
14 C 0.197 -0.978 1.146  -0.148
15 O -0.527 -1.535 0.114  -0.025
16 C 0.248 -2.159 -0.846  -0.318
17 N 1.173 -3.079 -0.411  0.139
18 C 1.735 -3.883 -1.313  -0.701
19 Cl 3.125 -4.815 -0.752  0.645
20 C 1.491 -3.756 -2.690  -0.638
21 Cl 2.187 -4.740 -3.967  0.652
22 C 0.559 -2.766 -3.131  -0.104
23 C -0.002 -1.940 -2.179  -0.510
24 Cl -1.329 -0.888 -2.746  0.726
25 H -4.579 0.536 -0.540  0.083
26 H -5.237 2.099 -0.615  0.075
27 H -3.951 1.722 -1.733  0.080
28 H -2.034 1.829 4.152  0.105
29 H -1.953 0.478 3.041  0.074
30 H -0.553 1.173 3.820  0.064
31 H 0.988 3.546 0.527  0.105
32 H 3.422 3.340 0.648  0.095
33 H 4.414 1.019 0.341  0.092
34 H 2.944 -0.837 0.476  0.096
35 H -0.541 -0.636 1.863  0.098
36 H 0.940 -1.683 1.666  0.147
37 H 0.409 -2.715 -4.231  0.121

Properties
HOMO energy = -9.22 eV
LUMO energy = 0.063 eV
Kohn-Sham gap = 0.341 Eh
Largest force on an atom = 4.36 eV/Å
E = -64499.249 eV
SMILES string = COC(=O)N(OC)c1ccccc1COc1nc(Cl)c(Cl)cc1Cl

The following is a quantum chemistry calculation of C49H40BrN7O3RuS3Sb as an isolated structure, from OMol25.

Last column: Löwdin charge in e.
Cartesian coordinates (Å):
1 Ru -0.307 0.819 0.007  1.092
2 Br 1.934 -7.517 2.384  0.745
3 C 0.638 -6.385 3.167  -0.691
4 C -0.612 -6.901 3.494  -0.121
5 C -1.568 -6.065 4.031  -0.015
6 C -1.275 -4.710 4.255  -0.289
7 C 0.002 -4.212 3.947  -0.013
8 C 0.949 -5.050 3.395  -0.119
9 N -2.320 -3.908 4.673  0.068
10 N -2.098 -2.686 5.020  0.097
11 C -1.999 -1.657 4.152  -0.222
12 C -1.678 -0.412 4.710  0.022
13 C -1.334 0.689 3.932  0.027
14 C -1.293 0.573 2.555  -0.347
15 O -0.899 1.544 1.737  -0.253
16 C -1.639 -0.670 1.960  -0.160
17 N -1.479 -0.738 0.599  -0.027
18 C -1.831 -1.838 -0.048  -0.118
19 C -2.367 -2.936 0.618  -0.004
20 C -2.460 -2.916 1.991  0.049
21 C -2.056 -1.781 2.713  -0.058
22 H -0.829 -7.946 3.325  0.105
23 H -2.551 -6.438 4.286  0.119
24 H 0.241 -3.170 4.108  0.100
25 H 1.924 -4.667 3.131  0.101
26 H -1.657 -0.338 5.788  0.124
27 H -1.088 1.634 4.397  0.128
28 H -1.666 -1.863 -1.116  0.083
29 H -2.668 -3.802 0.047  0.122
30 H -2.851 -3.774 2.516  0.115
31 C 3.945 2.861 0.808  0.020
32 N 3.270 1.627 1.206  -0.027
33 C 3.870 0.710 2.047  -0.018
34 C 3.256 -0.420 2.425  0.046
35 C 1.911 -0.734 1.946  -0.464
36 O 1.253 -1.694 2.307  0.058
37 N 1.430 0.172 1.012  0.062
38 C 2.045 1.322 0.733  -0.506
39 O 1.359 2.109 -0.003  -0.136
40 H 4.446 3.286 1.675  0.101
41 H 3.200 3.560 0.441  0.098
42 H 4.667 2.655 0.018  0.095
43 H 4.858 0.986 2.389  0.139
44 H 3.726 -1.109 3.109  0.123
45 S -4.875 3.568 3.407  0.649
46 C -3.899 3.534 2.092  -1.092
47 S -3.898 2.247 0.896  1.005
48 C -2.546 3.006 0.117  -1.018
49 N -2.174 4.119 0.631  0.060
50 N -2.946 4.430 1.705  -0.142
51 C -2.590 5.606 2.440  -0.231
52 C -3.550 6.565 2.722  -0.033
53 C -3.180 7.692 3.439  -0.063
54 C -1.867 7.854 3.857  -0.076
55 C -0.915 6.892 3.556  -0.074
56 C -1.274 5.757 2.848  -0.015
57 S -1.621 2.235 -1.160  0.704
58 H -4.570 6.424 2.392  0.110
59 H -3.921 8.444 3.670  0.110
60 H -1.586 8.734 4.420  0.107
61 H 0.110 7.024 3.876  0.105
62 H -0.549 4.992 2.602  0.111
63 C -2.735 -0.293 -3.327  -0.074
64 C -1.889 0.540 -4.250  -0.330
65 C -2.478 1.092 -5.384  -0.034
66 C -1.735 1.809 -6.308  -0.057
67 C -0.374 1.982 -6.115  -0.065
68 C 0.231 1.447 -4.989  -0.107
69 C -0.516 0.738 -4.051  -0.345
70 Sb 0.496 -0.089 -2.376  1.583
71 C 2.473 0.628 -2.715  -0.313
72 C 2.556 2.021 -2.651  -0.171
73 C 3.755 2.677 -2.874  -0.082
74 C 4.891 1.932 -3.148  -0.067
75 C 4.811 0.551 -3.218  -0.038
76 C 3.609 -0.130 -3.023  -0.276
77 C 3.602 -1.625 -3.182  -0.036
78 C 0.327 -2.156 -2.847  -0.336
79 C -0.192 -2.478 -4.099  -0.126
80 C -0.356 -3.801 -4.474  -0.064
81 C -0.001 -4.811 -3.593  -0.054
82 C 0.521 -4.491 -2.350  -0.029
83 C 0.697 -3.167 -1.954  -0.317
84 C 1.275 -2.884 -0.597  -0.064
85 H -3.787 -0.027 -3.413  0.093
86 H -2.456 -0.155 -2.282  0.002
87 H -2.639 -1.355 -3.569  0.084
88 H -3.541 0.954 -5.541  0.119
89 H -2.220 2.228 -7.179  0.113
90 H 0.218 2.532 -6.834  0.111
91 H 1.295 1.589 -4.851  0.090
92 H 1.673 2.610 -2.429  0.096
93 H 3.797 3.757 -2.836  0.114
94 H 5.837 2.426 -3.326  0.112
95 H 5.699 -0.022 -3.456  0.115
96 H 4.559 -1.964 -3.575  0.085
97 H 2.823 -1.960 -3.866  0.079
98 H 3.445 -2.131 -2.229  0.076
99 H -0.464 -1.695 -4.797  0.097
100 H -0.749 -4.039 -5.454  0.112
101 H -0.121 -5.848 -3.876  0.113
102 H 0.814 -5.283 -1.670  0.121
103 H 1.989 -3.657 -0.311  0.100
104 H 0.512 -2.859 0.183  0.064
105 H 1.797 -1.926 -0.564  0.039

Properties
Total charge = +1
HOMO energy (spin up / spin down) = -9.35 / -10.11 eV
LUMO energy (spin up / spin down) = -3.053 / -5.403 eV
Kohn-Sham gap (spin up / spin down) = 0.232 / 0.173 Eh
Largest force on an atom = 0.95 eV/Å
E = -179696.049 eV
ΔE to the lowest compared entry with this formula, charge and spin = 0.974 eV
Spin multiplicity = 5
<S²> = 6.111